This record from the Open Molecules 2025 dataset describes C22H65CoO17 as an isolated structure. The level of theory is wB97M-V/def2-TZVPD.

Geometry as XYZ:
```
105
Properties=species:S:1:pos:R:3:forces:R:3
C -2.7384 2.9718 0.9707 -0.003 -0.027 0.001
H 3.6215 -0.4451 -2.1417 -0.231 -0.630 0.105
O 2.4920 -3.5972 1.6549 -0.042 -0.430 -1.408
C -3.8275 -2.0311 -2.1109 0.487 1.244 0.403
C -1.3911 -3.9986 -0.1527 -0.795 1.594 1.157
H 5.0007 -2.4630 -2.2783 0.221 0.636 -0.433
H 0.3542 2.1888 0.2871 0.153 -0.164 0.360
O 2.7129 3.9882 -0.0693 -0.502 -0.380 -0.128
H -3.0909 1.3280 -4.6592 0.560 0.268 -0.033
H 2.4384 3.1686 0.3708 -0.084 0.153 -0.072
C 3.1971 -1.4143 -1.8117 0.259 0.804 0.094
H 1.1780 -2.5884 -3.8676 0.085 0.193 0.145
H 1.1697 2.2238 4.0037 -0.195 0.089 -0.124
H 3.6942 -2.6977 -3.4451 -0.161 -0.361 -0.055
C 2.3849 3.2208 -2.4187 1.461 0.748 1.702
H 0.1887 0.2081 4.9065 -0.628 0.175 0.209
H -1.2939 3.3604 -0.5650 0.378 -0.205 0.719
H 4.4630 -4.1803 -1.2558 0.298 0.262 -0.453
H -2.2484 2.0703 1.3348 0.305 -0.047 0.047
H 3.1371 1.5126 6.1461 0.325 -0.035 -0.131
H -1.0525 -0.6709 -2.9661 0.202 0.212 0.224
C -1.7019 3.8894 0.3167 -0.414 -0.395 -1.200
H -2.8784 0.9097 4.1506 -0.268 0.030 0.410
C 0.0006 -4.4113 -0.0213 2.016 -0.983 1.035
H -3.4989 -1.4626 3.1149 -0.306 0.119 0.254
H -4.2239 -2.9753 -1.8257 -0.497 -0.811 0.116
H -0.7577 -0.4588 1.1092 0.247 -0.068 -0.006
H 1.9478 -0.5849 3.7279 -0.494 -1.162 -0.995
C 1.4616 1.7805 4.9569 -1.132 -0.070 0.078
O 1.1233 0.4151 5.0191 1.240 -1.050 -0.577
H -1.4077 0.7714 3.2228 0.010 0.227 0.172
H -2.9696 -0.2135 1.9346 -0.384 -0.280 -0.164
C 0.5795 1.2941 0.8884 1.633 0.828 0.192
H -2.8392 -2.1857 -2.5163 0.425 -0.088 -0.167
H -0.9470 4.1521 1.0566 0.220 -0.081 -0.044
H 0.6902 -2.9474 3.3904 -0.200 0.580 0.002
C 3.9291 -2.5973 -2.3892 1.553 0.063 0.003
O 3.6525 1.1554 4.1867 0.040 -0.055 -0.414
Co 2.6727 -0.5724 1.3035 -0.439 0.001 -0.774
O -0.1702 -0.3849 -4.8493 0.483 -1.859 1.601
C -2.6916 -0.8161 2.7989 0.556 0.778 0.282
H 2.2373 5.2347 -1.5318 -0.118 -0.165 -0.198
O 2.0102 1.0292 0.6811 -0.688 0.151 1.235
C -2.4889 2.2588 -4.6066 0.212 0.248 -0.623
H 3.3292 -2.4902 -0.2384 0.208 0.492 0.191
H -2.1616 5.0775 -1.1880 0.193 -0.268 -0.348
H 3.1719 2.9720 5.1121 0.087 -0.579 0.093
O -2.2485 5.0747 -0.2338 -0.688 0.219 0.902
H 2.8414 -4.4233 1.2555 -0.395 0.719 0.582
H -1.7053 1.9297 -2.5952 0.293 -0.734 -0.077
C 1.9641 4.2078 -1.2652 1.389 0.447 -1.390
H 0.8935 4.2022 -1.1740 -0.643 -0.319 0.600
H 1.7706 -2.4160 4.6621 0.307 -0.392 0.625
H -3.5865 0.9208 -0.8503 -0.066 -0.061 0.294
H -0.5660 -2.7063 -4.1025 0.543 -0.159 0.463
H 0.9546 2.2771 5.7879 0.028 0.402 -0.156
H -3.0999 -1.3905 -0.0979 -0.114 -0.479 -0.114
H 0.6513 -3.5317 -0.0326 -0.058 -0.045 -0.200
O 2.3963 1.9273 -1.8582 -0.411 -0.804 -1.191
H 0.0705 -2.7244 -2.4404 0.258 -0.017 -0.089
H 3.9984 1.8205 3.5905 0.275 -0.124 -0.358
C -2.1334 0.2019 3.8112 -0.091 -0.338 -1.762
H -3.2856 2.6140 -2.7192 -0.273 0.160 0.263
O -1.3746 -0.3845 4.8299 -0.242 -0.495 0.966
C -0.0767 -0.8276 -3.4373 0.057 0.732 -1.773
H -4.4155 -1.5350 -2.8875 -0.127 -0.282 0.113
H -1.3805 -3.1869 -0.9131 -0.956 -0.543 0.106
H 2.6629 1.9464 -0.9415 0.148 -0.011 0.406
H 3.4060 3.4733 -2.8096 -0.675 -0.022 0.418
H 0.3234 -5.0920 -0.8053 0.184 -0.136 -0.153
C 0.2229 -2.2920 -3.4338 -1.201 -0.699 -0.760
H 3.6443 -3.3607 3.3074 -0.647 -0.413 0.170
C -0.2414 0.1571 0.3786 -0.206 0.266 -0.829
C -2.2936 2.6418 -3.1510 -0.614 -0.467 -0.760
O -1.7547 3.9106 -2.9589 0.586 1.420 -0.179
H -1.9524 -0.8453 5.4551 0.235 0.132 -0.102
H 2.1335 -1.4200 -2.0963 0.301 -0.089 0.709
H -3.8785 3.2283 -0.5531 -0.310 0.143 -0.036
H 0.4099 1.5291 1.9527 0.048 0.009 -0.248
C 2.9202 1.8908 5.1432 0.403 0.959 1.041
H -4.7746 -0.9784 -0.5290 -0.234 0.061 0.332
H -0.9630 0.5983 -0.3172 -0.228 -0.642 -0.002
H -1.0623 4.0958 -3.6170 -0.343 -0.276 0.272
O -3.2920 0.1734 -1.3891 0.230 0.042 -0.492
H -1.2965 1.9632 -6.1498 -0.116 -0.112 -0.898
H -3.2172 3.4315 1.8299 -0.050 0.375 0.145
H -1.5843 -3.5583 0.8347 -0.658 0.394 -0.396
H -1.8586 -1.4428 2.5007 0.092 -0.273 -0.101
C 2.5798 -3.6065 3.0522 2.774 -0.823 0.832
H -2.9956 3.0410 -5.1991 -0.324 -0.155 0.727
H 0.7127 -0.2304 -2.9854 -0.104 0.210 0.415
H 2.3051 -4.5773 3.4946 0.151 0.230 -0.162
H 0.1835 -4.8685 0.9787 -0.090 -0.097 -0.783
O -3.7502 2.5107 0.0773 0.282 0.341 -0.222
C 1.7026 -2.5800 3.6050 -1.828 -0.113 -0.178
H 0.5006 -0.3790 -0.2166 -0.485 -0.638 -0.244
O -1.1870 2.1618 -5.2310 -0.090 -0.141 1.353
H 1.7290 3.2223 -3.2650 -0.677 0.091 -0.330
H -0.5071 0.4953 -4.7930 -0.311 1.297 -0.234
O -2.3234 -5.0511 -0.3026 0.652 0.591 -0.480
O 3.4472 -1.5148 -0.3687 -0.778 -0.686 0.123
C -3.7650 -1.0813 -0.9118 0.003 0.297 -0.549
O 1.9195 -1.3275 2.9930 0.568 2.626 0.857
O 3.6805 -3.7685 -1.6283 -1.577 -0.524 0.400
H -1.9134 -5.5406 -1.0160 -0.470 -0.754 -0.355
```
Forces are in eV/Å.

Computed properties:
HOMO energy (spin up / spin down)   -11.82 / -11.82 eV
Multiplicity   4
Kohn-Sham gap (spin up / spin down)   9.18 / 8.37 eV
Total energy   -96292.370 eV
Net charge   +1

This record from the Open Molecules 2025 dataset describes C16H10ClNO2S5Zn as an isolated structure. The level of theory is wB97M-V/def2-TZVPD.

Geometry as XYZ:
```
36
Properties=species:S:1:pos:R:3:forces:R:3
C -0.8705 -1.1241 -2.4736 -0.027 -0.020 0.022
S 0.9561 -7.0829 0.1099 0.010 0.044 -0.019
C -0.8283 2.3320 2.7684 -0.009 0.023 -0.007
H 1.8225 0.2872 4.6183 0.000 0.002 0.000
H 0.1508 -0.8353 3.2269 -0.003 0.001 -0.006
O -0.7622 -3.4218 -3.9737 0.016 0.014 0.011
C 0.7711 1.9479 -3.8389 -0.008 0.004 0.011
C 1.0754 2.2660 4.2246 0.010 0.009 0.006
C 0.1188 0.2417 3.3391 0.005 -0.024 0.005
C -1.8465 0.2252 1.7908 -0.041 0.065 0.032
C 0.8414 -5.4860 -0.3966 -0.037 -0.060 0.025
C 1.0681 0.8780 4.1120 0.002 0.012 0.000
H 1.8225 2.7754 4.8207 -0.002 -0.005 0.000
S 0.2571 -5.0098 -1.9276 0.015 -0.012 -0.006
C 0.1167 2.9917 3.5391 -0.004 -0.016 -0.002
C 0.3887 0.6495 -3.7860 0.006 0.007 -0.001
N -0.6626 1.0535 -1.6363 0.034 0.034 0.023
Cl -1.9967 3.3286 1.9154 0.006 -0.010 0.006
C -0.2615 2.3283 -1.7262 0.000 -0.008 -0.008
C -0.8817 0.9391 2.6339 0.003 0.010 -0.036
C -0.3735 0.1614 -2.6631 -0.002 0.005 -0.010
H 0.0930 4.0729 3.5870 0.002 0.000 0.002
H 0.7150 3.8934 -2.8053 0.003 -0.003 -0.006
H 1.3366 2.3027 -4.6951 0.000 0.003 0.001
H -2.0784 -0.7538 2.2140 0.026 -0.005 -0.006
O -1.6729 -1.4190 -1.4429 -0.007 0.025 -0.008
C 0.4689 -3.2878 -1.7396 0.016 0.025 0.038
S 1.2722 -1.2499 0.0615 -0.069 0.023 0.020
S 0.0429 -2.3740 -3.2400 -0.024 0.007 -0.018
H -0.5193 2.9533 -0.8745 -0.003 0.001 -0.006
C 0.4304 2.8503 -2.7866 -0.001 -0.013 -0.004
H -2.7667 0.7900 1.6484 -0.012 -0.027 -0.002
S 1.2672 -4.1458 0.5808 0.019 -0.003 -0.006
C 0.9370 -2.8446 -0.5506 0.009 -0.013 -0.027
Zn -1.0607 -0.1995 -0.0445 0.066 -0.098 -0.025
H 0.6292 -0.0334 -4.5897 0.002 0.001 0.002
```
Forces are in eV/Å.

Computed properties:
HOMO energy   -0.15 eV
Kohn-Sham gap   4.61 eV
Total energy   -137457.206 eV
Net charge   -2

This record from the Open Molecules 2025 dataset describes a 2-piece molecular cluster, C3H3F3O2 overall. The level of theory is wB97M-V/def2-TZVPD.

Geometry as XYZ:
```
11
Properties=species:S:1:pos:R:3:forces:R:3
H -0.4642 -1.7564 2.2853 0.240 -0.204 -0.895
H 0.2928 -1.6714 -0.5050 1.650 1.973 -2.187
C 0.9941 1.0654 -0.5351 0.399 2.968 -0.164
F -0.9984 2.7689 -0.7196 1.265 -1.102 -0.055
C 0.0762 -1.3642 1.4022 0.348 1.141 -0.633
O -0.0885 -1.9797 0.2799 -1.455 -1.040 4.433
O -0.1818 0.8494 0.3046 -1.713 -0.664 -1.188
H 0.6352 -0.3850 1.5504 -0.343 -1.725 -0.601
F 1.2827 0.0039 -1.3515 -0.407 -1.806 -0.294
F -1.1559 0.9261 -1.8237 0.501 -0.150 0.494
C -0.3922 1.5428 -0.8876 -0.486 0.609 1.091
```
Forces are in eV/Å.

Computed properties:
ΔE to the lowest compared entry with this formula, charge and spin   5.378 eV
HOMO energy (spin up / spin down)   -8.07 / -7.22 eV
Kohn-Sham gap (spin up / spin down)   6.11 / 4.40 eV
Total energy   -15400.503 eV

This record from the Open Molecules 2025 dataset describes a 2-piece molecular cluster, C2HF3Si overall. The level of theory is wB97M-V/def2-TZVPD.

Geometry as XYZ:
```
7
Properties=species:S:1:pos:R:3:forces:R:3
H -0.8549 0.3767 -0.4193 -0.792 -0.040 0.206
F 5.0961 -1.4057 0.4696 -0.429 0.637 -0.191
C 1.2297 -0.0869 0.0286 5.686 -0.641 0.521
F 5.1953 1.1008 0.9536 0.003 0.527 0.419
F 5.1447 0.2856 -1.4726 -0.517 -0.066 0.694
Si 4.5912 0.0313 0.0013 -0.538 -1.214 -0.875
C 0.0753 0.0808 -0.0309 -3.414 0.797 -0.774
```
Forces are in eV/Å.

Computed properties:
ΔE to the lowest compared entry with this formula, charge and spin   4.546 eV
HOMO energy (spin up / spin down)   -10.99 / -10.22 eV
Kohn-Sham gap (spin up / spin down)   8.56 / 7.40 eV
Total energy   -18118.698 eV

This record from the Open Molecules 2025 dataset describes a 8-piece molecular cluster, C2H20O9 overall. The level of theory is wB97M-V/def2-TZVPD.

Geometry as XYZ:
```
31
Properties=species:S:1:pos:R:3:forces:R:3
H -0.6549 2.1465 3.2164 -0.473 -0.005 1.547
H -2.9869 -2.1075 1.0174 0.053 0.188 -0.965
H 0.8561 1.6455 -3.1486 -0.563 0.205 -0.727
O -2.2519 -1.7405 1.4874 -2.508 -2.334 3.782
O -3.2519 1.0135 2.1224 -0.435 0.570 0.232
H -0.7829 0.6885 -1.3386 -0.661 0.241 0.012
H -2.3669 1.3665 1.9664 -0.253 -0.516 -0.065
H 1.2401 -3.5095 1.6104 -0.193 -0.328 0.677
H 0.8381 0.4395 -4.4696 0.610 -0.046 -1.717
H 1.7791 -0.8025 -3.1406 0.460 -0.800 -0.123
H -3.2369 0.0505 2.1684 0.625 -0.012 -0.181
H 2.7021 -0.5255 -0.3096 0.227 -1.838 0.021
O 1.3261 -0.1575 -2.6196 1.721 -1.279 1.739
H -1.5269 0.5445 -4.0356 -0.083 0.727 -0.456
O -1.2559 1.0915 -2.0956 -0.024 -0.798 0.290
H 0.4411 -0.2675 0.1304 0.896 -0.333 0.035
H -0.4719 0.6365 0.9414 0.040 0.056 0.211
H 1.3751 -0.3975 3.5194 -1.302 -0.413 3.286
H -0.9889 -0.7565 -3.1256 0.202 -0.053 0.564
H 0.2241 2.6465 2.1244 0.656 0.702 -0.402
H 1.7021 -1.9965 1.7094 -0.248 -0.235 0.456
H 2.4721 0.7425 -0.9406 -0.363 0.824 -1.319
C -0.8579 0.3285 -3.2186 -0.331 0.597 0.013
O 1.5021 -2.7395 1.1294 0.439 0.435 -1.365
O -0.4729 -0.1275 0.3524 -0.557 0.450 -0.268
H 1.8771 0.4375 2.4804 0.186 -0.684 -0.739
O 2.6411 0.3815 -0.0906 0.014 0.904 1.427
C 0.5991 0.6285 -3.4686 -1.510 1.272 0.296
O 1.6691 -0.4975 2.6644 1.244 1.231 -2.404
O -0.5029 2.0675 2.2964 -0.088 -0.560 -1.144
H -1.6339 -1.2305 1.0664 2.219 1.831 -2.713
```
Forces are in eV/Å.

Computed properties:
ΔE to the lowest compared entry with this formula, charge and spin   1.070 eV
HOMO energy   -9.81 eV
SMILES   OCCO.O.O.O.O.O.O.O
Kohn-Sham gap   9.72 eV
Total energy   -20825.300 eV

Which formula does entry 4 have?
C2HF3Si

Which of these has the lowest total energy?
C16H10ClNO2S5Zn

Among the records above, which one has the lowest total energy?
C16H10ClNO2S5Zn